# 1
The following is a quantum chemistry calculation of 2 unconnected molecules or ions with the total composition C26H28N4O4S, from the OMol25 dataset.

The calculated total energy comes out at -52395.0369 eV. The SMILES is C=C1N(c2c(C)cc(C)cc2C)C=CN1c1c(C)cc(C)cc1C.O=[N+]([O-])c1csc([N+](=O)[O-])c1. For the strongest force on any atom, the calculation gives 3.7 eV/Å. Its HOMO energy is -6.5 eV. As for the LUMO energy: -1.5041 eV. Its total charge is 0. As for the orbital gap: 5.03 eV. The energy above the lowest of the compared OMol25 structures with the same formula, charge and spin is 796.25 kJ/mol.

Each line ends with the Löwdin charge.
Geometry (Å):
C 0.6999 -0.8098 -0.1779  0.03
C -0.0056 -1.5349 0.7485  -0.27
N -1.3932 -1.5148 0.7887  0.00
C -2.2063 -0.6154 0.0385  -0.12
C -3.2891 -1.1376 -0.6942  -0.18
C -3.6303 -2.5929 -0.6751  -0.04
C -4.0481 -0.2670 -1.4909  0.00
C -3.7425 1.0966 -1.5657  -0.28
C -4.5537 2.0097 -2.4304  -0.05
C -2.6866 1.6019 -0.8110  -0.03
C -1.9664 0.7657 0.0696  -0.20
C -0.9883 1.3834 1.0130  -0.04
C -1.8117 -2.2380 1.8857  -0.06
C -0.7299 -2.6154 2.5880  -0.07
N 0.3957 -2.1828 1.9179  0.01
C 1.6715 -1.9605 2.5120  -0.14
C 1.7958 -1.0933 3.6072  -0.19
C 0.5841 -0.5288 4.2587  -0.03
C 3.0817 -0.7444 4.0427  0.00
C 4.2121 -1.2768 3.4134  -0.27
C 5.5758 -0.8196 3.8290  -0.06
C 4.0594 -2.2187 2.3929  0.01
C 2.7825 -2.5688 1.9385  -0.21
C 2.5415 -3.5888 0.8816  -0.04
H 1.7753 -0.8460 -0.1675  0.06
H 0.1277 -0.2340 -0.8888  0.03
H -2.9000 -3.1484 -0.0844  0.06
H -4.6229 -2.7831 -0.2406  0.09
H -3.6325 -3.0186 -1.6865  0.09
H -4.8837 -0.6474 -2.0788  0.12
H -4.0815 2.9944 -2.4575  0.06
H -4.6258 1.6114 -3.4505  0.09
H -5.5714 2.1119 -2.0301  0.09
H -2.4366 2.6630 -0.9146  0.11
H -0.9956 2.4784 0.9194  0.08
H -1.2055 1.1293 2.0610  0.08
H 0.0393 1.0566 0.8122  0.06
H -2.8489 -2.4037 2.1043  0.12
H -0.6855 -3.1743 3.5102  0.13
H 0.8694 0.0847 5.1305  0.09
H 0.0013 0.1011 3.5682  0.07
H -0.0869 -1.3278 4.6182  0.08
H 3.2067 -0.0462 4.8768  0.12
H 6.3226 -1.3171 3.2093  0.07
H 5.6544 0.2616 3.6829  0.08
H 5.7700 -1.0414 4.8830  0.08
H 4.9480 -2.6882 1.9585  0.12
H 3.4910 -4.0327 0.5548  0.08
H 1.9035 -4.3994 1.2604  0.09
H 2.0305 -3.1547 0.0127  0.07
O 0.9874 0.4914 -2.9441  0.03
N 1.5343 1.3119 -3.7243  -0.31
O 2.6185 1.0602 -4.2794  0.09
C 0.8162 2.5225 -3.9242  -0.22
C -0.3530 2.6585 -3.1361  -0.29
S -1.2509 4.0085 -3.6181  1.12
C -0.0238 4.4192 -4.8582  -0.40
N -0.1105 5.5728 -5.7161  -0.36
O 0.8377 5.7026 -6.5349  0.06
O -1.0745 6.3610 -5.6132  0.05
C 1.0134 3.5301 -4.9030  0.02
H -0.7228 1.9654 -2.3748  0.08
H 1.8167 3.6174 -5.6176  0.14

# 2
The following is a quantum chemistry calculation of a molecular structure, C26H28N5O6Tc, from the OMol25 dataset.

The calculated total energy comes out at -49346.3793 eV. For the strongest force on any atom, the calculation gives 0.5 eV/Å. Its HOMO energy (spin up / spin down) is -11.1 / -11.3 eV. Its expectation value of S² is 3.767. As for the LUMO energy (spin up / spin down): -2.9239 / -3.8972 eV. Its total charge is +1. As for the spin multiplicity: 4. As for the orbital gap (spin up / spin down): 8.14 / 7.43 eV. The energy above the lowest of the compared OMol25 structures with the same formula, charge and spin is 0.00 kJ/mol.

Each line ends with the Mulliken spin population.
Geometry (Å):
Tc 0.5577 0.6164 0.3906  2.60
C 0.6332 3.6120 0.5355  0.01
N 0.9115 2.5091 1.4952  -0.05
C -0.0098 2.7086 2.6585  0.02
C -0.1260 1.4669 3.5239  0.01
C -1.1608 0.5021 2.9617  0.01
N -1.0903 0.4218 1.5034  0.11
C -2.0563 -0.3871 0.9313  0.01
C -2.4577 -0.0399 -0.4830  -0.02
C -3.7018 -0.4972 -0.9334  -0.02
C -4.1868 -0.1963 -2.1902  0.02
C -3.4319 0.6267 -3.0200  -0.01
C -2.2303 1.1391 -2.5814  0.01
C -1.7252 0.8253 -1.3145  0.01
O -0.5537 1.3909 -0.9822  0.11
C 2.3240 2.6305 2.0011  -0.01
C 3.3853 1.7997 1.2880  0.04
C 3.3973 1.9092 -0.2262  0.00
N 2.2903 1.1203 -0.7961  -0.05
C 2.3890 0.7508 -2.0231  0.03
C 1.4842 -0.1201 -2.7324  0.00
C 1.5673 -0.1814 -4.1316  0.00
C 0.7737 -1.0484 -4.8483  0.00
C -0.0867 -1.9063 -4.1622  0.01
C -0.1657 -1.8870 -2.7838  0.00
C 0.6048 -0.9841 -2.0529  0.04
O 0.5563 -1.0030 -0.7236  0.09
H 0.7924 4.5727 1.0308  0.00
H -0.3949 3.5364 0.1941  0.00
H 1.2841 3.5415 -0.3310  0.00
H -0.9870 2.9765 2.2569  0.00
H 0.3640 3.5658 3.2250  0.00
H -0.4237 1.7505 4.5333  0.00
H 0.8416 0.9703 3.6131  0.00
H -2.1635 0.8622 3.2211  0.00
H -1.0455 -0.4750 3.4481  0.00
H -2.9615 -0.4463 1.5445  0.00
H -4.3360 -1.0587 -0.2507  0.00
H -5.1516 -0.5664 -2.5074  0.00
H -3.7951 0.8842 -4.0061  0.00
H -1.6385 1.7945 -3.2069  0.00
H 2.3244 2.3362 3.0487  -0.01
H 2.5834 3.6924 1.9646  0.00
H 3.2897 0.7486 1.5671  0.00
H 4.3506 2.1333 1.6727  0.00
H 4.3417 1.5320 -0.6199  0.00
H 3.3060 2.9521 -0.5424  0.00
H 3.2507 1.1047 -2.5929  0.00
H 2.2666 0.4684 -4.6446  0.00
H 0.8322 -1.0815 -5.9267  0.00
H -0.6966 -2.6067 -4.7182  0.00
H -0.8144 -2.5662 -2.2457  0.00
O 1.5074 -4.7733 2.3659  0.00
C 0.7176 -4.8230 1.3060  0.00
O 0.7715 -5.7002 0.4900  0.00
C -0.3334 -3.7577 1.1554  -0.01
C -1.5266 -4.0243 0.5234  0.00
N -2.2336 -2.8938 0.4864  0.01
N -1.5153 -1.8831 1.0061  0.00
C -0.3390 -2.3781 1.4313  0.03
C 0.7755 -1.6872 2.2279  -0.01
O 1.0724 -2.2606 3.2625  0.01
O 1.3790 -0.6414 1.7923  0.02
H 1.3441 -3.9647 2.8958  0.00
H -1.9071 -4.9499 0.1245  0.00
H -3.0234 -2.6629 -0.0999  0.00

# 3
The following is a quantum chemistry calculation of a single C26H28N6O2 molecule, from the OMol25 dataset.

The calculated total energy comes out at -40451.3345 eV. The SMILES is CN1CCc2cc(C(c3ccc4c(c3)CCN4C)n3cnc4c3c(=O)n(C)c(=O)n4C)ccc21. For the strongest force on any atom, the calculation gives 2.4 eV/Å. Its HOMO energy is -6.9 eV. As for the LUMO energy: 0.6625 eV. Its total charge is 0. As for the orbital gap: 7.55 eV. The energy above the lowest of the compared OMol25 structures with the same formula, charge and spin is 118.66 kJ/mol.

Each line ends with the Löwdin charge.
Geometry (Å):
C -0.9350 4.6720 4.1573  -0.05
N -0.3749 4.2777 2.8977  -0.15
C 0.3200 5.1908 2.0049  -0.13
C 0.6333 4.3544 0.7539  -0.10
C 0.0978 3.0290 1.0964  -0.15
C 0.1346 1.8495 0.3966  0.00
C -0.6101 0.7493 0.7501  -0.18
C -0.5404 -0.4228 -0.2424  -0.05
C -0.5408 -1.7916 0.6029  -0.18
C -0.4641 -1.9448 2.0291  -0.04
C -0.9739 -3.1040 2.6499  0.00
C -1.3544 -4.1766 1.8307  -0.20
C -1.1355 -4.1243 0.4435  -0.16
C -0.7338 -2.9412 -0.1616  -0.02
C -1.5647 -5.3852 -0.1789  -0.11
C -2.1027 -6.2075 0.9949  -0.14
N -2.0036 -5.3281 2.1384  -0.15
C -2.3575 -5.7563 3.4567  -0.04
N 0.7594 -0.1979 -1.1783  0.06
C 1.6577 -1.2016 -1.2670  -0.14
N 2.5088 -1.1145 -2.2919  0.14
C 2.2110 0.0959 -2.8885  -0.22
C 1.1400 0.6950 -2.2436  -0.06
C 0.7797 2.0369 -2.6853  -0.29
O 0.1277 2.9005 -2.0639  0.03
N 1.2615 2.3988 -3.9978  0.02
C 0.9920 3.6850 -4.5982  -0.03
C 2.2848 1.7457 -4.7123  -0.40
O 2.7191 2.1494 -5.7922  0.06
N 2.7624 0.5726 -4.0593  0.00
C 3.7763 -0.1764 -4.7767  -0.02
C -1.3282 0.8023 1.9757  -0.05
C -1.2997 1.9532 2.7680  -0.01
C -0.5604 3.0632 2.3292  -0.20
H -1.2801 3.7830 4.7007  0.08
H -0.1712 5.1900 4.7485  0.09
H -1.7880 5.3490 4.0012  0.09
H -0.3235 6.0502 1.7806  0.12
H 1.2312 5.5792 2.4724  0.12
H 0.1597 4.7911 -0.1310  0.12
H 1.6980 4.3470 0.5132  0.12
H 0.6546 1.8569 -0.5334  0.07
H -1.4891 -0.4633 -0.9096  0.17
H -0.0063 -1.1871 2.6939  0.12
H -1.1195 -3.1661 3.7329  0.10
H -0.5962 -2.8994 -1.2449  0.13
H -2.3225 -5.2536 -0.9497  0.12
H -0.7501 -5.9048 -0.6807  0.12
H -1.4924 -7.0999 1.1630  0.12
H -3.1297 -6.5483 0.8492  0.12
H -2.3906 -4.9081 4.1479  0.08
H -3.3418 -6.2358 3.4289  0.09
H -1.6287 -6.4861 3.8358  0.09
H 1.6614 -1.9969 -0.5673  0.12
H 0.0860 4.1507 -4.2270  0.09
H 1.8537 4.3483 -4.4288  0.11
H 0.9268 3.5038 -5.6753  0.09
H 3.8498 -1.1327 -4.2635  0.08
H 3.4836 -0.3102 -5.8232  0.10
H 4.7422 0.3468 -4.7431  0.10
H -1.9197 -0.0609 2.2904  0.10
H -1.8843 2.0085 3.6807  0.09

# 4
The following is a quantum chemistry calculation of a molecular structure, C26H28NO6ReS, from the OMol25 dataset.

The calculated total energy comes out at -54152.0343 eV. For the strongest force on any atom, the calculation gives 0.5 eV/Å. Its HOMO energy (spin up / spin down) is -11.3 / -11.2 eV. Its expectation value of S² is 0.808. As for the LUMO energy (spin up / spin down): -4.4781 / -4.1037 eV. Its total charge is +1. As for the spin multiplicity: 2. As for the orbital gap (spin up / spin down): 6.81 / 7.11 eV.

Each line ends with the Mulliken spin population.
Geometry (Å):
Re 0.6769 0.0853 0.9756  1.04
C -0.4274 3.0537 2.0418  0.00
O -0.5693 1.6224 2.0841  0.00
C -1.9055 1.1602 2.3040  0.01
C -1.7706 -0.2634 2.7834  0.00
O -1.0452 -0.9980 1.7619  -0.01
C -0.8793 -2.3861 2.1653  0.01
H -0.7856 3.4629 2.9859  0.00
H -1.0084 3.4636 1.2104  0.00
H 0.6288 3.2665 1.9130  0.00
H -2.4781 1.2206 1.3704  0.00
H -2.3874 1.7739 3.0676  0.00
H -2.7440 -0.7396 2.9117  0.00
H -1.1913 -0.3106 3.7089  0.00
H -1.8541 -2.7532 2.4833  0.00
H -0.1492 -2.4398 2.9721  0.00
H -0.5344 -2.9297 1.2913  0.00
O 3.1088 -0.2133 4.1263  0.02
C 2.6137 -0.6879 3.1374  0.01
O 1.3666 -0.3648 2.7815  0.02
C 3.3121 -1.7781 2.3650  -0.02
C 4.3704 -2.3920 3.0304  0.00
C 5.0734 -3.4392 2.4593  -0.01
C 4.7334 -3.8918 1.1933  0.00
C 3.6888 -3.2934 0.5111  0.00
C 2.9737 -2.2431 1.0863  0.01
S 1.6976 -1.5986 0.0440  -0.08
H 4.6271 -2.0199 4.0122  0.00
H 5.8894 -3.8979 2.9999  0.00
H 5.2814 -4.7033 0.7349  0.00
H 3.4242 -3.6299 -0.4832  0.00
C -5.0677 1.4238 -2.2447  0.00
C -3.9077 0.5405 -1.8825  0.00
C -4.0860 -0.8359 -1.8078  0.00
C -3.0395 -1.6857 -1.4872  0.01
C -1.7938 -1.1581 -1.2008  -0.01
C -1.6132 0.2138 -1.2622  -0.01
N -0.3060 0.7645 -0.9149  -0.03
C 0.6739 0.8005 -2.0094  0.00
C 0.4605 0.1509 -3.2093  0.00
C 1.4308 0.2345 -4.2029  0.00
C 2.5855 0.9732 -4.0098  0.00
C 2.7836 1.6407 -2.8117  0.00
C 1.8413 1.5420 -1.7975  0.01
C 2.0993 2.2630 -0.5179  0.02
O 2.5366 3.3735 -0.4351  0.01
O 1.7722 1.5779 0.6242  0.01
C -2.6380 1.0842 -1.6325  0.00
C -2.4029 2.5682 -1.7557  0.00
H -5.9918 0.8508 -2.2717  0.00
H -4.9283 1.8755 -3.2291  0.00
H -5.1959 2.2375 -1.5304  0.00
H -5.0652 -1.2484 -2.0138  0.00
H -3.1975 -2.7548 -1.4539  0.00
H -0.9618 -1.8032 -0.9480  -0.01
H -0.4859 1.7372 -0.6758  0.01
H -0.4489 -0.4026 -3.3827  0.00
H 1.2669 -0.2754 -5.1421  0.00
H 3.3263 1.0396 -4.7935  0.00
H 3.6722 2.2329 -2.6412  0.00
H -1.3984 2.8067 -2.1098  0.00
H -2.5679 3.0877 -0.8066  0.00
H -3.0898 3.0096 -2.4731  0.00